w:
ORCA calculation (the ωB97M-V functional and the def2-TZVPD basis) on a 2-piece molecular cluster, H3INPS overall.

Element x y z (Å)
N (1.58834, 0.30798, -1.04083)
P (0.07021, 1.02600, -1.23961)
S (1.11632, 0.86391, 0.55313)
H (2.30360, 0.98524, -1.52944)
H (-0.77444, -0.10394, -1.33928)
I (-2.13988, -2.03826, 1.65060)
H (-2.16415, -1.04093, 2.94542)

Summary:
HOMO = -8.893 eV
multiplicity = 1
Kohn-Sham gap = 9.18 eV
SMILES = [nH]1[pH]s1.I



x:
ORCA calculation (the ωB97M-V functional and the def2-TZVPD basis) on H3INPS as an isolated structure.

Element x y z (Å)
N (1.33226, -1.03252, -1.62281)
P (0.88060, -1.80054, -0.29156)
S (-0.87721, -0.98650, -1.09813)
I (-3.39864, 1.51183, 0.90774)
H (2.00302, -0.26743, -1.52481)
H (0.95216, -0.79539, 0.74662)
H (-2.53104, 0.23364, 0.18380)

Summary:
HOMO (spin up / spin down) = -9.163 / -9.197 eV
multiplicity = 1
Kohn-Sham gap (spin up / spin down) = 6.95 / 7.03 eV



Best to worst by energy: w, x.



w:
ORCA calculation (the ωB97M-V functional and the def2-TZVPD basis) on a 2-piece molecular cluster, C11H14NO overall.

Element x y z (Å)
C (1.64243, 1.41256, -1.61062)
C (2.44461, -0.47701, -0.29364)
C (0.69906, 1.68717, -0.67296)
C (1.51375, -0.21926, 0.66137)
C (2.53429, 0.31785, -1.46562)
C (0.58411, 0.89208, 0.53775)
C (4.44831, -0.87026, -2.49564)
C (-2.84119, 1.00522, 2.48653)
C (3.47439, 0.05469, -2.51644)
C (-4.22251, -1.20935, 1.10445)
C (-2.72252, -0.92161, 0.99749)
N (-2.30320, 0.22732, 1.68775)
O (-0.22678, 1.17236, 1.43070)
H (1.72859, 2.03103, -2.49221)
H (3.12227, -1.30650, -0.16794)
H (0.03480, 2.53146, -0.77669)
H (1.43985, -0.82558, 1.55214)
H (5.10326, -0.99436, -3.34114)
H (4.63340, -1.51380, -1.65032)
H (-2.25174, 1.83086, 2.86610)
H (-3.86945, 0.91469, 2.83902)
H (3.37561, 0.67866, -3.39664)
H (-4.50173, -1.40058, 2.13763)
H (-4.80153, -0.37037, 0.72521)
H (-4.45804, -2.09051, 0.51446)
H (-2.43488, -0.78961, -0.05183)
H (-2.14517, -1.76714, 1.39109)

Summary:
net charge = +1
HOMO (spin up / spin down) = -11.217 / -12.888 eV
multiplicity = 3
Kohn-Sham gap (spin up / spin down) = 7.56 / 5.88 eV



x:
ORCA calculation (the ωB97M-V functional and the def2-TZVPD basis) on C11H14NO as an isolated structure.

Element x y z (Å)
C (-2.39120, -1.85229, -0.60992)
C (-3.31529, -1.01875, -0.04800)
C (-1.03387, -1.50114, -0.54088)
C (-2.95188, 0.24343, 0.32191)
C (-0.61668, -0.18362, -0.11056)
C (-1.61442, 0.63656, 0.28700)
C (0.77143, 0.14407, -0.28885)
C (-1.36293, 2.10102, 0.50416)
C (0.82349, 2.12840, -0.53031)
C (3.18053, -0.04685, -0.46808)
C (1.99802, -1.60023, 0.91205)
N (1.84049, -0.48188, -0.01498)
O (-0.48014, 2.46945, -0.59560)
H (-2.79759, -2.72672, -0.98241)
H (-4.35071, -1.44548, 0.06173)
H (-0.24731, -2.09515, -1.00108)
H (-3.70512, 0.95555, 0.59695)
H (-2.38496, 2.71000, 0.38716)
H (-0.87534, 2.25678, 1.48747)
H (1.28209, 2.26836, 0.39884)
H (1.43780, 2.49978, -1.34255)
H (3.43193, 1.01494, -0.67366)
H (3.34666, -0.60969, -1.42876)
H (3.78326, -0.37794, 0.31727)
H (2.87582, -2.25676, 0.52380)
H (1.09358, -2.24242, 1.03153)
H (2.26232, -0.98941, 1.80576)

Summary:
net charge = +1
HOMO (spin up / spin down) = -9.995 / -12.945 eV
multiplicity = 3
Kohn-Sham gap (spin up / spin down) = 7.50 / 5.63 eV



Best to worst by energy: w, x.



w:
ORCA calculation (the ωB97M-V functional and the def2-TZVPD basis) on an isolated ion of composition C5H7ClN3 and charge +1.

Element x y z (Å)
C (1.30589, -1.68179, 0.13343)
C (1.56059, -0.24617, 0.09122)
C (-0.73005, 0.39433, 0.48046)
C (-2.90734, -0.40128, -0.36877)
C (0.83179, 2.02640, 0.03084)
N (-1.80260, -0.00384, 0.08935)
N (0.54356, 0.63603, 0.25071)
N (0.12249, -2.07735, 0.27259)
Cl (3.08444, 0.31460, -0.13072)
H (2.20397, -2.14492, 0.20554)
H (-3.58948, 0.22965, -0.88770)
H (-3.20965, -1.41329, -0.28659)
H (0.98201, 2.28155, -0.97386)
H (-0.02513, 2.67634, 0.33169)
H (1.64487, 2.44719, 0.60827)
H (-0.01537, -3.03745, 0.15353)

Summary:
net charge = +1
HOMO (spin up / spin down) = -12.523 / -12.150 eV
multiplicity = 1
Kohn-Sham gap (spin up / spin down) = 7.27 / 6.61 eV



x:
ORCA calculation (the ωB97M-V functional and the def2-TZVPD basis) on an isolated ion of composition C5H7ClN3 and charge +1.

Element x y z (Å)
C (-1.09134, -1.11791, -1.39433)
C (-0.15674, -1.66129, -0.46039)
C (-0.58785, 1.07345, -0.72897)
C (-0.03120, 3.02062, 0.64070)
C (1.42512, -1.21154, 1.27126)
N (-0.42787, 2.06122, -0.07555)
N (0.46139, -0.85324, 0.29341)
N (-1.26889, 0.19408, -1.41303)
Cl (-0.01917, -3.40084, -0.46040)
H (-1.63395, -1.73360, -2.08768)
H (-0.40894, 4.00986, 0.43022)
H (0.64799, 2.84817, 1.45843)
H (1.09738, -0.81804, 2.23504)
H (1.58121, -2.28904, 1.34105)
H (2.36171, -0.71370, 1.01662)
H (-1.94886, 0.59179, -2.06638)

Summary:
net charge = +1
HOMO (spin up / spin down) = -12.554 / -12.816 eV
multiplicity = 1
Kohn-Sham gap (spin up / spin down) = 7.21 / 7.58 eV



Best to worst by energy: x, w.



w:
ORCA calculation (the ωB97M-V functional and the def2-TZVPD basis) on the molecule C11H11NO.

Element x y z (Å)
C (-0.09363, 0.39256, -3.84053)
C (-0.01197, 0.49840, -2.37633)
O (-0.29057, -0.91472, -1.79589)
C (-0.38704, -0.82553, -0.43069)
C (-1.37641, -1.76328, -0.00977)
C (-1.43052, -2.05457, 1.39456)
C (-0.55026, -1.53914, 2.31077)
C (0.23861, -0.33283, 2.01999)
C (0.88804, 0.40420, 2.87194)
C (1.40802, 1.59235, 2.49245)
C (1.50990, 1.95133, 1.17283)
N (0.99649, 1.11802, 0.19246)
C (0.20355, 0.05473, 0.55423)
H (0.11780, 1.29487, -4.43626)
H (-1.17863, 0.22549, -4.09600)
H (0.30409, -0.64916, -4.22790)
H (-0.84316, 1.29459, -2.16517)
H (0.96705, 0.86729, -2.03748)
H (-2.17149, -2.41369, -0.45660)
H (-2.34205, -2.60214, 1.65546)
H (-0.62692, -1.83948, 3.34328)
H (0.98188, 0.04314, 3.97847)
H (1.90947, 2.29527, 3.18977)
H (1.77775, 2.90229, 0.69640)

Summary:
HOMO = -7.969 eV
multiplicity = 1
Kohn-Sham gap = 7.97 eV
SMILES = CCOc1cccc2cccnc12



x:
ORCA calculation (the ωB97M-V functional and the def2-TZVPD basis) on the molecule C11H11NO.

Element x y z (Å)
N (-0.89816, 2.58007, -1.97960)
C (-0.46396, 2.28349, -0.66749)
C (-0.10443, 0.70338, -0.55244)
C (1.23611, 0.55745, -1.13888)
O (1.65655, 1.40249, -2.12433)
C (2.13222, -0.46485, -0.83921)
C (1.79037, -1.30618, 0.20247)
C (0.44839, -1.30265, 0.73702)
C (0.00236, -2.22583, 1.68106)
C (-1.25045, -2.19518, 2.32496)
C (-2.21387, -1.14434, 1.89538)
C (-1.79238, -0.13540, 1.04157)
C (-0.43666, -0.16821, 0.44734)
H (-1.63120, 2.01218, -2.34077)
H (-0.19047, 2.90383, -2.66369)
H (-1.46883, 2.36311, -0.12380)
H (0.35379, 2.86551, -0.31300)
H (0.80546, 1.97731, -2.32166)
H (3.15328, -0.51268, -1.19745)
H (2.42510, -2.23170, 0.37277)
H (0.68477, -2.94785, 2.01689)
H (-1.65034, -2.85364, 3.17169)
H (-3.12195, -1.17373, 2.47221)
H (-2.41101, 0.70719, 0.98789)

Summary:
HOMO = -7.572 eV
multiplicity = 1
Kohn-Sham gap = 7.98 eV
SMILES = NCc1c(O)ccc2ccccc12



Best to worst by energy: x, w.